# C31H43BrIMnN3O3

A molecular structure, C31H43BrIMnN3O3 at a distorted geometry (the ωB97M-V functional and the def2-TZVPD basis, OMol25).

Results
2S+1: 2
Lowest unoccupied orbital energy (alpha / beta), eV: 0.0125 / 0.0037
HOMO level (alpha / beta), eV: -7.451 / -7.476
Energy above the lowest of the compared OMol25 structures with the same formula, charge and spin, kcal per mole: 32.2
⟨S²⟩: 0.928
Total charge: 0

Each line ends with the Mulliken spin population.
Cartesian coordinates (Å):
Mn1 0.0913 0.4156 0.1348  0.965
C1 -0.7362 -1.4973 -0.7792  -0.042
C2 -0.8022 -1.6727 0.6240  -0.016
C3 0.5534 -1.6383 1.1115  -0.017
C4 1.3741 -1.4261 -0.0130  0.029
C5 0.5938 -1.3559 -1.1941  -0.006
C6 1.1405 -1.3966 -2.6209  -0.023
C7 1.3818 -0.0267 -3.2425  -0.001
C8 2.4749 -2.1495 -2.6208  -0.002
C9 0.1548 -2.1627 -3.5082  -0.004
C10 1.1919 -1.8507 2.5039  0.017
C11 2.7251 -1.8511 2.3858  -0.002
C12 0.8532 -0.7740 3.5398  0.005
C13 0.8313 -3.2272 3.0788  -0.002
C14 -2.1148 -2.1088 1.2906  0.005
C15 -3.3158 -1.7788 0.3944  0.005
C16 -2.1367 -3.6404 1.4235  0.003
C17 -2.3708 -1.4528 2.6483  0.003
H1 -1.5833 -1.4939 -1.4456  0.013
H2 2.4460 -1.3736 0.0141  0.009
H3 2.0331 0.5780 -2.6123  0.000
H4 0.4452 0.5069 -3.3787  -0.003
H5 1.8471 -0.1367 -4.2221  0.000
H6 3.2307 -1.6236 -2.0440  0.000
H7 2.8449 -2.2577 -3.6394  0.001
H8 2.3661 -3.1450 -2.1924  0.000
H9 -0.7859 -1.6237 -3.6155  0.001
H10 -0.0674 -3.1455 -3.0970  0.000
H11 0.5717 -2.2953 -4.5057  0.000
H12 3.1020 -0.9097 1.9956  0.001
H13 3.0872 -2.6541 1.7454  0.000
H14 3.1543 -1.9964 3.3769  0.001
H15 1.3373 0.1685 3.2884  0.002
H16 1.2286 -1.0937 4.5119  0.000
H17 -0.2068 -0.5679 3.6334  -0.001
H18 0.9743 -4.0149 2.3419  0.001
H19 -0.1895 -3.2800 3.4368  0.001
H20 1.4787 -3.4401 3.9296  -0.001
H21 -3.3119 -2.3518 -0.5308  0.000
H22 -3.3499 -0.7361 0.1179  -0.002
H23 -4.2381 -2.0155 0.9233  0.000
H24 -2.0229 -4.1009 0.4430  -0.001
H25 -3.0946 -3.9597 1.8342  0.000
H26 -1.3537 -4.0288 2.0601  -0.001
H27 -2.2654 -0.3683 2.5964  -0.001
H28 -1.6931 -1.8028 3.4177  0.000
H29 -3.3829 -1.6828 2.9815  0.000
Br1 4.4076 0.7008 -0.3911  0.001
C18 3.6344 1.5809 1.1011  0.007
C19 4.4948 2.1751 2.0169  0.004
C20 3.9239 2.8812 3.0610  -0.002
C21 2.5441 3.0013 3.1228  0.004
C22 1.7893 2.3405 2.1634  -0.010
N1 2.3264 1.5983 1.1916  0.032
C23 0.2769 2.4847 2.1346  0.006
O1 -0.1998 3.5804 2.4360  0.000
O2 -0.3879 1.4717 1.7535  -0.001
H30 5.5645 2.0914 1.8991  0.000
H31 4.5504 3.3554 3.8038  0.000
H32 2.0447 3.5954 3.8703  0.000
N2 -1.9507 1.2691 -0.2161  -0.017
C24 -2.7667 1.2989 -1.3957  0.022
C25 -2.1879 1.4915 -2.6373  0.000
C26 -2.9698 1.4829 -3.7813  0.003
C27 -4.3368 1.2743 -3.7001  -0.001
C28 -4.9210 1.0926 -2.4558  0.002
C29 -4.1434 1.1140 -1.3102  -0.006
H33 -2.4857 0.9492 0.5889  0.001
H34 -1.6411 2.2084 0.0356  0.000
H35 -1.1225 1.6260 -2.7049  0.003
H36 -2.4974 1.6338 -4.7410  0.000
H37 -4.9399 1.2558 -4.5959  0.000
H38 -5.9870 0.9412 -2.3721  0.000
H39 -4.6103 0.9963 -0.3421  0.000
N3 0.4231 4.3175 -0.4222  0.002
C30 0.7196 3.3295 -1.2793  -0.002
O3 0.6687 2.1321 -0.9973  0.015
C31 1.2481 3.7293 -2.6371  0.000
I1 -0.1213 4.8786 -3.7777  0.001
H40 0.1219 4.1233 0.5366  0.000
H41 0.4303 5.2700 -0.7488  0.000
H42 1.4718 2.8204 -3.1890  0.000
H43 2.1376 4.3472 -2.5411  0.000

# C8H23AsN3OPdS5

A molecular structure, C8H23AsN3OPdS5 at a distorted geometry (the ωB97M-V functional and the def2-TZVPD basis, OMol25).

Results
Lowest unoccupied orbital energy (alpha / beta), eV: -5.8974 / -5.8705
HOMO level (alpha / beta), eV: -10.574 / -10.712
Total charge: +1

Each line ends with the natural charge from an NBO analysis.
Cartesian coordinates (Å):
Pd1 -0.0505 -0.9411 -1.0913  0.786
N1 2.2280 -0.8608 -2.0778  -0.829
C1 2.7959 0.4888 -1.9679  -0.232
C2 1.7922 1.5085 -2.4802  -0.224
N2 0.5690 1.4056 -1.6963  -0.665
C3 -0.5465 2.2075 -2.1719  -0.225
C4 -1.7787 1.8663 -1.3470  -0.226
N3 -2.0146 0.4178 -1.3987  -0.852
H1 2.8760 -1.5493 -1.7171  0.394
H2 2.0425 -1.0882 -3.0477  0.387
H3 3.7300 0.5880 -2.5258  0.204
H4 3.0044 0.6785 -0.9129  0.204
H5 1.5495 1.2979 -3.5255  0.196
H6 2.2314 2.5109 -2.4302  0.197
H7 0.7724 1.6345 -0.7280  0.389
H8 -0.7246 1.9605 -3.2220  0.199
H9 -0.3469 3.2830 -2.1082  0.197
H10 -2.6377 2.4335 -1.7126  0.205
H11 -1.6067 2.1465 -0.3045  0.185
H12 -2.2302 0.1255 -2.3467  0.390
H13 -2.7920 0.1387 -0.8134  0.396
S1 -0.5539 -1.9699 -3.2621  -0.380
As1 -1.5347 -3.6145 -2.2484  0.701
S2 -1.9714 -2.5047 -0.4272  -0.478
S3 1.2985 -3.2297 -0.2096  0.015
S4 0.5144 -4.6531 -1.2691  -0.068
C5 -2.5112 0.7063 3.1267  -0.625
C6 -1.0374 0.9122 2.7930  -0.586
S5 -0.5260 -0.4323 1.6622  1.224
O1 0.6787 0.0633 0.8783  -0.987
C7 0.1229 -1.5951 2.9103  -0.580
C8 1.4980 -1.1839 3.4058  -0.629
H14 -2.8868 1.5394 3.7184  0.243
H15 -2.6566 -0.2084 3.7026  0.219
H16 -3.1082 0.6347 2.2169  0.215
H17 -0.4054 0.9049 3.6791  0.233
H18 -0.8592 1.8382 2.2462  0.238
H19 0.1542 -2.5630 2.4093  0.248
H20 -0.6267 -1.6354 3.7022  0.238
H21 2.1725 -1.0338 2.5646  0.232
H22 1.9112 -1.9658 4.0408  0.239
H23 1.4639 -0.2619 3.9858  0.215

# C39H97N11O11

11 unconnected molecules or ions with the total composition C39H97N11O11 at a distorted geometry (the ωB97M-V functional and the def2-TZVPD basis, OMol25).

Results
2S+1: 2
Lowest unoccupied orbital energy (alpha / beta), eV: -2.2930 / -6.8252
HOMO level (alpha / beta), eV: -9.919 / -9.919
⟨S²⟩: 0.754
Total charge: +1

Each line ends with the Mulliken spin population.
Cartesian coordinates (Å):
C1 22.2337 -5.6806 26.2365  0.028
C2 22.3593 -7.1395 25.7605  -0.003
C3 23.5193 -7.6920 26.7202  0.029
C4 23.6339 -9.1962 26.6503  -0.010
C5 22.2933 -9.7877 26.9144  0.022
C6 21.1113 -9.3436 25.9478  -0.041
N1 21.1267 -7.8564 25.9655  0.682
O1 19.9661 -7.2202 25.4466  0.048
C7 21.2475 -9.8831 24.5155  0.077
C8 19.8187 -9.8304 26.7273  0.020
C9 22.8942 -7.1799 24.3158  0.128
H1 23.1697 -5.1319 26.3408  -0.003
H2 21.8555 -5.6106 27.2564  -0.009
H3 21.5440 -5.0491 25.6766  -0.001
H4 24.4219 -7.1466 26.4448  -0.002
H5 23.2846 -7.4453 27.7557  0.001
H6 24.3454 -9.5891 27.3766  0.001
H7 23.9971 -9.5882 25.7003  0.001
H8 21.9398 -9.6658 27.9382  -0.002
H9 22.3122 -10.8772 26.9411  -0.001
H10 22.2214 -9.6108 24.1090  -0.002
H11 21.1129 -10.9564 24.3810  0.003
H12 20.5952 -9.3123 23.8546  -0.008
H13 18.9877 -9.6264 26.0521  -0.001
H14 19.8884 -10.8848 26.9945  0.001
H15 19.6107 -9.2578 27.6312  -0.005
H16 23.3439 -6.2005 24.1526  -0.012
H17 22.0660 -7.3799 23.6360  0.002
H18 23.6866 -7.8870 24.0705  0.002
H19 19.7819 -6.7491 26.2625  0.034
C10 20.0939 -4.4680 29.8938  0.001
C11 19.1102 -5.6292 29.5021  0.003
C12 18.1773 -5.6948 30.6913  0.002
C13 16.8244 -6.1418 30.4085  0.000
C14 16.1462 -5.5093 29.1555  0.001
C15 17.0496 -5.5606 27.9338  0.000
N2 18.3907 -5.0716 28.2606  0.000
O2 19.1294 -5.0187 27.1848  0.010
C16 16.9213 -6.9510 27.3553  0.004
C17 16.3998 -4.6531 26.8213  0.000
C18 19.8155 -6.9938 29.3788  -0.015
H20 19.6191 -3.4871 29.9152  0.000
H21 20.8738 -4.5454 29.1364  0.000
H22 20.4628 -4.5068 30.9188  0.000
H23 18.5237 -6.4321 31.4156  0.000
H24 18.2149 -4.8060 31.3212  0.000
H25 16.1627 -5.8826 31.2350  0.000
H26 16.7089 -7.2246 30.3603  0.000
H27 15.7440 -4.5357 29.4358  0.000
H28 15.2041 -6.0031 28.9171  0.000
H29 15.9097 -7.1619 27.0086  0.000
H30 17.5868 -7.2227 26.5360  -0.004
H31 17.0134 -7.7658 28.0735  -0.001
H32 16.5590 -3.5976 27.0421  0.000
H33 16.7871 -4.7970 25.8126  0.000
H34 15.3305 -4.8150 26.6852  0.000
H35 20.3773 -7.2038 28.4686  0.022
H36 19.1591 -7.8618 29.4405  0.000
H37 20.5023 -7.1154 30.2165  -0.001
H38 19.2096 -4.0637 27.1287  0.001
C19 15.3058 -4.7026 17.7346  0.000
C20 14.7665 -4.3380 19.1353  0.000
C21 15.8299 -4.6083 20.2129  0.000
C22 15.4847 -4.0289 21.5936  0.000
C23 15.1725 -2.4880 21.4734  0.000
C24 14.1396 -2.0792 20.4344  0.000
N3 14.3112 -2.8570 19.1581  0.000
O3 13.4600 -2.4923 18.1341  0.000
C25 12.7593 -2.3213 21.0685  0.000
C26 14.2612 -0.5490 20.2741  0.000
C27 13.5838 -5.3088 19.3040  0.000
H39 14.5204 -4.5152 17.0024  0.000
H40 15.7527 -5.6935 17.6536  0.000
H41 16.0439 -4.0087 17.3324  0.000
H42 15.9141 -5.6844 20.3650  0.000
H43 16.8114 -4.2802 19.8706  0.000
H44 16.2606 -4.1261 22.3529  0.000
H45 14.6174 -4.5516 21.9969  0.000
H46 16.0478 -1.8421 21.4042  0.000
H47 14.8009 -2.2709 22.4748  0.000
H48 12.7195 -1.9058 22.0754  0.000
H49 11.9249 -2.0054 20.4423  0.000
H50 12.6784 -3.4060 21.1386  0.000
H51 13.4908 -0.2729 19.5540  0.000
H52 14.1518 -0.1157 21.2683  0.000
H53 15.2461 -0.2171 19.9455  0.000
H54 13.7536 -6.3793 19.1893  0.000
H55 12.7976 -5.1367 18.5689  0.000
H56 13.0861 -5.3033 20.2737  0.000
H57 12.6362 -2.9149 18.3877  0.000
C28 20.2291 -1.0852 19.3509  0.000
O4 19.1696 -1.1968 19.9934  0.000
N4 21.3683 -1.7572 19.4702  0.000
N5 20.3746 -0.3648 18.2216  0.000
H58 21.3538 -2.5600 20.0827  0.000
H59 22.0032 -1.5970 18.7011  0.000
H60 19.5810 0.1472 17.8638  0.000
H61 21.2265 -0.1568 17.7204  0.000
C29 18.8370 -2.3369 23.3592  0.000
O5 18.5849 -1.1639 23.5852  0.000
N6 19.2461 -3.1585 24.2792  0.000
N7 18.8586 -2.8202 22.1297  0.000
H62 19.1555 -2.8305 25.2301  0.000
H63 19.4872 -4.1143 24.0591  0.000
H64 18.9421 -3.8222 22.0337  0.000
H65 18.7296 -2.1948 21.3472  0.000
C30 19.0559 -6.6779 21.8390  -0.001
O6 19.4043 -5.5545 22.2355  0.001
N8 19.0094 -7.7385 22.5188  0.000
N9 18.6204 -6.9254 20.6133  0.000
H66 18.8336 -8.6372 22.0927  0.000
H67 19.2108 -7.5899 23.4973  -0.002
H68 18.4815 -7.8873 20.3385  0.000
H69 18.4526 -6.0933 20.0661  0.000
C31 16.6906 -0.9394 17.2478  0.000
O7 17.5672 -0.4015 16.6797  0.000
N10 15.4884 -1.0496 16.7410  0.000
N11 16.7623 -1.5028 18.4408  0.000
H70 15.2901 -0.6386 15.8400  0.000
H71 14.7546 -1.3716 17.3558  0.000
H72 15.8893 -1.9114 18.7425  0.000
H73 17.5417 -1.4516 19.0812  0.000
C32 22.3906 -3.5601 22.9088  0.000
C33 23.7656 -3.3185 22.2274  0.000
O8 23.5190 -3.2263 20.9121  0.000
H74 21.8306 -4.4381 22.5869  0.000
H75 21.6808 -2.7864 22.6163  0.000
H76 22.4156 -3.5810 23.9983  0.000
H77 24.5068 -4.0973 22.4065  0.000
H78 24.1458 -2.3488 22.5487  0.000
H79 23.0131 -4.0220 20.7317  0.000
C34 15.4296 0.2445 24.0760  0.000
C35 16.1841 0.1558 25.3815  0.000
O9 15.5394 0.8824 26.3837  0.000
H80 15.9805 -0.2375 23.2682  0.000
H81 15.3711 1.2946 23.7899  0.000
H82 14.4028 -0.1192 24.1143  0.000
H83 17.1187 0.6674 25.1516  0.000
H84 16.4172 -0.8486 25.7350  0.000
H85 16.0749 0.9419 27.1782  0.000
C36 19.4954 2.5425 20.9185  0.000
C37 19.1174 1.3357 21.7549  0.000
O10 18.8059 1.6634 23.0900  0.000
H86 19.6200 2.3411 19.8545  0.000
H87 20.5132 2.7850 21.2243  0.000
H88 18.9008 3.4250 21.1545  0.000
H89 19.8955 0.5732 21.7880  0.000
H90 18.1976 0.9374 21.3267  0.000
H91 18.6956 0.8612 23.6056  0.000
C38 20.7719 -0.5086 26.7059  0.000
C39 20.1457 -1.7288 27.4923  0.000
O11 18.8575 -2.1712 27.0054  0.000
H92 21.6302 -0.1724 27.2876  0.000
H93 20.0679 0.3228 26.7428  0.000
H94 21.0587 -0.8466 25.7101  0.000
H95 20.0159 -1.4666 28.5423  0.000
H96 20.8827 -2.5314 27.5189  0.000
H97 18.2138 -1.4691 27.1247  0.000

# C3H5EuO3

A molecular structure, C3H5EuO3 at a distorted geometry (the ωB97M-V functional and the def2-TZVPD basis, OMol25).

Results
2S+1: 9
Lowest unoccupied orbital energy (alpha / beta), eV: 0.1849 / 0.1178
HOMO level (alpha / beta), eV: -4.847 / -8.889
Energy above the lowest of the compared OMol25 structures with the same formula, charge and spin, kcal per mole: 30.8
⟨S²⟩: 20.009
Total charge: 0

Each line ends with the Mulliken spin population.
Cartesian coordinates (Å):
H1 0.2805 -0.6928 -1.7150  0.007
C1 0.6970 -1.0288 -0.7471  0.000
C2 -0.3491 -1.1698 0.3463  -0.022
O1 -1.2345 -0.0082 0.3794  0.010
C3 -0.7330 1.1773 0.3482  -0.031
O2 -1.7319 2.0326 0.3838  0.010
Eu1 2.0030 1.9304 0.1215  8.021
O3 1.6586 -0.2601 -0.0285  -0.002
H2 1.1245 -2.0397 -0.8825  -0.002
H3 0.6881 -0.8527 1.1476  0.007
H4 -1.0154 -2.0099 0.1179  -0.002
H5 -1.3876 2.9216 0.5285  0.005